Formula: C45H58BrMoN2OP2Si2
Source: the Open Molecules 2025 dataset
Level of theory: ωB97M-V with the def2-TZVPD basis set

Output
electronic energy	-5837.36330	a.u.
charge	+3
relative energy (zero: lowest compared OMol25 entry of this formula, charge and spin)	1.798	eV
E_LUMO	-10.766	eV
HOMO-LUMO gap	4.840	eV
highest occupied orbital energy	-15.61	eV

Geometry (Å):
Mo  -0.511  0.280  -0.101
C  1.550  3.284  -1.914
Si  2.525  1.920  -1.116
C  3.658  2.466  0.251
C  3.299  0.666  -2.249
N  1.263  0.896  -0.126
P  1.686  0.114  1.379
C  0.024  -0.144  1.766
P  -0.684  -1.746  1.721
N  -1.184  -1.468  0.049
Si  -2.608  -2.466  -0.761
C  -4.140  -1.751  0.009
C  -2.218  -4.237  -0.367
C  -2.516  -2.153  -2.582
C  0.388  -3.151  1.779
C  0.401  -3.996  2.895
C  1.241  -5.097  2.908
C  2.068  -5.352  1.821
C  2.070  -4.505  0.719
C  1.229  -3.407  0.691
C  -2.111  -1.851  2.756
C  -2.728  -3.071  3.060
C  -3.894  -3.081  3.805
C  -4.455  -1.884  4.235
C  -3.847  -0.670  3.937
C  -2.676  -0.649  3.201
C  4.529  -0.193  2.864
C  5.563  0.739  3.000
C  6.717  0.631  2.246
C  6.844  -0.394  1.313
C  5.826  -1.323  1.168
C  4.679  -1.241  1.944
C  3.257  0.011  3.583
C  2.484  -1.044  4.068
C  1.250  -0.792  4.660
C  0.748  0.504  4.765
C  1.491  1.561  4.270
C  2.727  1.317  3.670
H  1.722  3.305  -2.991
H  1.863  4.247  -1.507
H  0.472  3.206  -1.757
H  4.299  3.275  -0.111
H  4.311  1.659  0.598
H  3.111  2.873  1.107
H  3.683  1.162  -3.143
H  2.601  -0.103  -2.582
H  4.137  0.174  -1.752
H  -4.373  -2.169  0.988
H  -4.983  -1.957  -0.656
H  -4.071  -0.664  0.108
H  -2.124  -4.481  0.688
H  -1.306  -4.552  -0.877
H  -3.039  -4.840  -0.766
H  -2.874  -1.164  -2.871
H  -3.185  -2.884  -3.046
H  -1.526  -2.316  -3.006
H  -0.218  -3.784  3.757
H  1.251  -5.755  3.766
H  2.715  -6.220  1.833
H  2.719  -4.710  -0.121
H  1.220  -2.770  -0.187
H  -2.307  -4.009  2.729
H  -4.365  -4.022  4.052
H  -5.370  -1.898  4.814
H  -4.278  0.256  4.291
H  -2.192  0.300  3.000
H  5.480  1.532  3.732
H  7.519  1.342  2.388
H  7.747  -0.484  0.723
H  5.943  -2.142  0.470
H  3.917  -2.009  1.851
H  2.871  -2.055  4.028
H  0.690  -1.613  5.094
H  -0.198  0.682  5.259
H  1.126  2.576  4.359
H  3.315  2.147  3.300
C  -3.875  3.458  -6.343
C  -3.204  4.437  -5.368
C  -4.171  5.584  -5.078
C  -1.931  5.013  -6.009
C  -2.815  3.681  -4.101
C  -1.932  2.595  -4.209
C  -1.580  1.920  -3.071
Br  -0.349  0.481  -3.130
C  -2.083  2.297  -1.819
O  -1.639  1.518  -0.766
C  -2.947  3.364  -1.648
C  -3.283  4.026  -2.843
C  -3.542  3.883  -0.339
C  -3.077  5.336  -0.147
C  -3.136  3.091  0.910
C  -5.074  3.830  -0.443
H  -4.160  3.987  -7.252
H  -4.777  3.022  -5.912
H  -3.208  2.647  -6.637
H  -4.416  6.087  -6.013
H  -3.734  6.333  -4.414
H  -5.109  5.231  -4.646
H  -2.200  5.578  -6.902
H  -1.236  4.231  -6.319
H  -1.412  5.688  -5.328
H  -1.539  2.298  -5.171
H  -3.959  4.863  -2.765
H  -1.987  5.404  -0.145
H  -3.444  5.716  0.807
H  -3.454  5.994  -0.928
H  -2.061  3.144  1.104
H  -3.450  2.045  0.860
H  -3.636  3.539  1.769
H  -5.454  4.423  -1.272
H  -5.515  4.228  0.472
H  -5.425  2.804  -0.573



Formula: C20H19F2NO2
Source: the Open Molecules 2025 dataset
Level of theory: ωB97M-V with the def2-TZVPD basis set

Output
electronic energy	-1178.35476	a.u.
relative energy (zero: lowest compared OMol25 entry of this formula, charge and spin)	4.239	eV
E_LUMO	-2.635	eV
HOMO-LUMO gap	4.798	eV
highest occupied orbital energy	-7.43	eV

Geometry (Å):
C  -0.988  3.910  0.162
C  -1.048  2.434  0.420
O  -2.313  1.965  -0.103
C  -2.449  0.660  0.265
C  -3.556  -0.064  -0.314
C  -3.436  -1.385  0.077
N  -3.400  -2.508  0.444
O  -1.655  0.137  1.051
H  -0.019  4.290  0.487
H  -1.111  4.125  -0.905
H  -1.774  4.429  0.720
H  -0.236  1.910  -0.102
H  -0.980  2.219  1.491
H  -3.940  0.272  -1.273
C  -8.057  -4.718  -4.012
C  -7.528  -3.616  -3.170
C  -8.213  -2.407  -3.079
F  -9.400  -2.295  -3.761
C  -7.776  -1.341  -2.323
C  -6.515  -1.400  -1.655
C  -5.994  -0.266  -0.921
C  -6.417  1.087  -1.156
C  -7.121  1.533  -2.318
C  -7.707  2.786  -2.310
F  -8.528  3.141  -3.355
C  -7.537  3.713  -1.286
C  -8.228  5.025  -1.348
C  -6.719  3.327  -0.211
C  -6.156  2.064  -0.160
C  -5.881  -2.675  -1.674
C  -6.361  -3.737  -2.410
H  -7.418  -5.595  -3.873
H  -9.086  -4.985  -3.737
H  -8.057  -4.454  -5.078
H  -8.405  -0.461  -2.234
H  -5.664  -0.473  0.110
H  -7.236  0.896  -3.189
H  -7.832  5.671  -0.565
H  -8.083  5.516  -2.314
H  -9.307  4.915  -1.192
H  -6.561  4.041  0.602
H  -5.518  1.780  0.674
H  -4.988  -2.823  -1.087
H  -5.841  -4.697  -2.410



Formula: C21H36AsFeN4O8S5Si3
Source: the Open Molecules 2025 dataset
Level of theory: ωB97M-V with the def2-TZVPD basis set

Output
electronic energy	-8001.67279	a.u.
relative energy (zero: lowest compared OMol25 entry of this formula, charge and spin)	1.320	eV
E_LUMO (alpha / beta)	-1.044 / -3.538	eV
HOMO-LUMO gap (alpha / beta)	7.248 / 4.848	eV
multiplicity	6
highest occupied orbital energy (alpha / beta)	-8.29 / -8.39	eV

Geometry (Å):
Fe  0.213  -0.160  -0.116
O  0.292  -0.320  4.085
C  0.436  0.123  2.955
O  0.428  -0.607  1.890
C  0.671  1.619  2.782
C  0.755  2.362  3.936
C  0.963  3.739  3.893
C  1.030  4.400  2.686
C  0.927  3.684  1.510
C  0.807  2.252  1.506
O  0.886  1.595  0.409
N  1.028  4.428  0.267
O  1.492  5.557  0.326
O  0.630  3.928  -0.774
N  1.116  4.485  5.128
O  1.236  5.697  5.054
O  1.122  3.859  6.173
H  0.660  1.853  4.884
H  1.157  5.472  2.653
C  0.823  -4.691  -1.985
Si  2.292  -3.502  -2.078
C  2.168  -2.554  -3.712
C  3.910  -4.488  -2.081
As  1.893  -1.951  -0.294
Si  2.498  -2.932  1.808
C  3.405  -1.769  2.981
C  0.930  -3.668  2.549
C  3.689  -4.350  1.385
Si  3.444  -0.211  -0.820
C  5.020  -1.004  -1.530
C  3.996  0.810  0.671
C  2.678  0.855  -2.185
H  0.879  -5.470  -2.747
H  -0.105  -4.133  -2.134
H  0.758  -5.177  -1.010
H  2.037  -3.243  -4.550
H  3.050  -1.946  -3.915
H  1.303  -1.892  -3.683
H  4.029  -4.997  -3.039
H  3.915  -5.247  -1.300
H  4.777  -3.845  -1.928
H  2.947  -0.782  3.003
H  4.458  -1.659  2.718
H  3.346  -2.171  3.994
H  0.351  -2.881  3.032
H  1.170  -4.427  3.297
H  0.306  -4.132  1.780
H  4.528  -3.997  0.785
H  3.174  -5.134  0.826
H  4.091  -4.797  2.296
H  5.438  -1.728  -0.828
H  5.779  -0.242  -1.718
H  4.824  -1.519  -2.472
H  4.882  0.381  1.140
H  3.216  0.880  1.426
H  4.239  1.828  0.358
H  2.128  0.239  -2.898
H  3.446  1.403  -2.733
H  1.993  1.592  -1.755
N  -2.084  -0.943  -3.647
C  -1.089  -0.283  -3.010
N  -0.918  1.025  -3.300
O  -0.335  -0.888  -2.228
H  -2.744  -0.486  -4.248
H  -2.214  -1.914  -3.428
H  -1.587  1.542  -3.842
H  -0.279  1.557  -2.730
C  -5.341  1.028  -1.073
S  -5.679  -0.130  0.284
C  -4.355  -1.272  0.245
C  -2.990  -1.049  0.155
S  -2.201  0.452  0.012
S  -2.011  -2.505  0.256
C  -3.300  -3.656  0.465
S  -3.043  -5.257  0.594
S  -4.874  -2.915  0.473
H  -6.133  1.771  -1.015
H  -5.396  0.499  -2.022
H  -4.376  1.497  -0.938



Formula: ClH3OSi
Source: the Open Molecules 2025 dataset
Level of theory: ωB97M-V with the def2-TZVPD basis set

Output
electronic energy	-826.58377	a.u.
relative energy (zero: lowest compared OMol25 entry of this formula, charge and spin)	6.020	eV
E_LUMO (alpha / beta)	-2.159 / -2.159	eV
HOMO-LUMO gap (alpha / beta)	6.118 / 6.119	eV
highest occupied orbital energy (alpha / beta)	-8.28 / -8.28	eV

Geometry (Å):
O  -1.781  -1.201  -0.066
Si  0.735  0.676  0.236
Cl  2.637  -0.096  -0.032
H  -2.025  -1.333  -0.957
H  -0.203  0.075  1.253
H  0.636  1.879  -0.434



Formula: C38H60F9N6NbO9
Source: the Open Molecules 2025 dataset
Level of theory: ωB97M-V with the def2-TZVPD basis set

Output
electronic energy	-3444.90798	a.u.
charge	-2
E_LUMO	3.283	eV
HOMO-LUMO gap	4.391	eV
highest occupied orbital energy	-1.11	eV

Geometry (Å):
C  6.358  3.293  1.797
C  5.308  4.010  0.901
O  5.454  5.192  0.676
O  4.199  3.360  0.350
C  3.240  3.150  1.329
O  3.427  3.719  2.408
C  1.950  2.358  1.135
Nb  2.121  0.113  0.839
C  -0.187  0.041  0.811
C  -0.889  1.262  0.125
O  -2.263  1.043  -0.305
C  -3.028  0.504  0.757
C  -4.527  0.987  0.577
F  -5.326  -0.113  0.304
F  -4.578  1.788  -0.555
C  -5.062  1.877  1.763
F  -6.046  2.706  1.223
F  -4.082  2.731  2.213
C  -5.723  1.086  2.952
F  -6.889  0.479  2.561
F  -6.101  2.044  3.894
C  -4.776  0.100  3.715
F  -4.515  -1.055  2.995
F  -3.598  0.682  4.118
C  2.053  0.466  -1.435
O  2.528  1.783  -1.863
N  2.037  2.035  -3.123
O  0.960  2.537  -3.051
C  2.111  -2.114  0.408
C  2.940  -3.153  1.216
C  4.126  -2.753  2.116
O  1.991  -4.017  2.007
C  4.383  0.300  0.817
O  5.216  0.261  1.755
O  4.860  0.462  -0.409
C  1.949  -0.116  3.124
C  3.065  0.531  3.998
F  1.565  -1.446  3.552
H  6.672  4.043  2.570
H  7.219  2.899  1.213
H  5.822  2.488  2.360
H  1.416  2.845  0.267
H  1.287  2.541  2.026
H  -0.560  -0.884  0.279
H  -0.563  -0.039  1.866
H  -0.930  2.088  0.902
H  -0.345  1.696  -0.745
H  -2.636  0.797  1.770
H  -2.934  -0.612  0.682
H  -5.315  -0.231  4.639
H  2.739  -0.299  -1.902
H  1.026  0.215  -1.839
H  2.405  -2.209  -0.682
H  1.036  -2.456  0.421
H  3.365  -3.893  0.467
H  4.954  -2.375  1.458
H  3.939  -2.051  2.951
H  4.543  -3.697  2.577
H  1.884  -4.887  1.531
H  1.018  0.488  3.367
H  2.588  0.967  4.922
H  3.804  -0.227  4.379
H  3.650  1.343  3.518
C  -3.585  3.875  -5.106
C  -2.141  3.690  -5.559
C  -1.983  2.589  -6.611
C  -2.431  1.285  -6.064
N  -2.779  0.276  -5.639
H  -3.973  2.976  -4.624
H  -3.654  4.687  -4.380
H  -4.234  4.120  -5.952
H  -1.522  3.461  -4.688
H  -1.774  4.632  -5.973
H  -0.938  2.504  -6.913
H  -2.574  2.821  -7.500
C  -7.481  -1.424  -8.629
C  -6.079  -1.742  -8.121
C  -5.211  -0.493  -7.941
C  -5.051  0.204  -9.241
N  -4.928  0.743  -10.249
H  -7.454  -0.962  -9.618
H  -8.071  -2.339  -8.714
H  -8.001  -0.747  -7.947
H  -5.595  -2.430  -8.819
H  -6.157  -2.260  -7.162
H  -4.226  -0.771  -7.564
H  -5.667  0.191  -7.223
C  2.036  9.075  1.791
C  3.006  8.173  1.033
C  4.067  7.543  1.938
C  4.879  8.605  2.582
N  5.506  9.431  3.082
H  2.550  9.925  2.246
H  1.281  9.478  1.112
H  1.522  8.521  2.580
H  3.491  8.757  0.246
H  2.442  7.378  0.542
H  4.725  6.897  1.351
H  3.598  6.932  2.712
C  2.406  -5.780  7.119
C  0.993  -6.177  6.706
C  0.914  -6.673  5.261
C  1.357  -5.593  4.333
N  1.708  -4.764  3.573
H  2.780  -4.949  6.518
H  2.422  -5.459  8.163
H  3.097  -6.621  7.011
H  0.331  -5.317  6.837
H  0.634  -6.966  7.375
H  -0.113  -6.958  5.017
H  1.552  -7.553  5.123
C  -1.387  -6.607  -0.713
C  -0.396  -7.478  -1.479
C  0.635  -8.148  -0.566
C  1.423  -7.117  0.149
N  2.022  -6.309  0.704
H  -0.888  -5.779  -0.206
H  -2.119  -6.174  -1.397
H  -1.927  -7.194  0.035
H  0.115  -6.862  -2.224
H  -0.945  -8.251  -2.023
H  1.313  -8.768  -1.154
H  0.140  -8.788  0.168



Formula: C25H39N3PtSSi
Source: the Open Molecules 2025 dataset
Level of theory: ωB97M-V with the def2-TZVPD basis set

Output
electronic energy	-1946.70146	a.u.
charge	+2
relative energy (zero: lowest compared OMol25 entry of this formula, charge and spin)	0.000	eV
E_LUMO (alpha / beta)	-5.573 / -9.099	eV
HOMO-LUMO gap (alpha / beta)	8.347 / 5.472	eV
multiplicity	5
highest occupied orbital energy (alpha / beta)	-13.92 / -14.57	eV

Geometry (Å):
Pt  -0.669  -0.212  0.550
C  4.591  -2.534  -3.761
Si  3.039  -2.811  -2.775
C  1.593  -3.256  -3.865
C  3.310  -4.025  -1.385
C  2.609  -1.108  -1.964
C  3.377  0.041  -2.217
C  3.045  1.265  -1.672
C  1.922  1.365  -0.839
N  1.192  0.305  -0.576
C  1.516  -0.898  -1.121
S  0.337  -2.071  -0.658
H  4.882  -3.478  -4.230
H  5.431  -2.216  -3.138
H  4.460  -1.810  -4.568
H  1.810  -4.190  -4.391
H  1.411  -2.492  -4.624
H  0.668  -3.413  -3.304
H  3.641  -4.979  -1.806
H  2.407  -4.226  -0.806
H  4.091  -3.684  -0.701
H  4.246  -0.033  -2.861
H  3.634  2.150  -1.875
H  1.620  2.306  -0.395
C  2.206  -2.426  4.504
C  0.719  -2.059  4.630
C  -0.136  -3.307  4.903
C  0.503  -0.995  5.720
C  0.288  -1.484  3.350
N  -0.052  -1.043  2.350
H  2.535  -2.847  5.454
H  2.817  -1.549  4.291
H  2.367  -3.174  3.727
H  0.194  -3.748  5.843
H  -0.017  -4.053  4.117
H  -1.192  -3.054  4.997
H  0.770  -1.432  6.682
H  -0.540  -0.680  5.769
H  1.134  -0.122  5.555
C  -4.335  5.276  -0.320
C  -3.206  4.355  0.055
C  -2.280  4.721  1.034
C  -1.229  3.872  1.405
C  -0.242  4.280  2.465
C  -1.123  2.659  0.772
C  -2.044  2.216  -0.235
C  -3.088  3.128  -0.566
N  -1.861  0.967  -0.741
C  -2.538  0.321  -1.910
C  -3.195  -0.968  -1.404
C  -3.607  1.113  -2.665
C  -1.433  0.012  -2.929
H  -4.310  6.194  0.265
H  -5.299  4.795  -0.152
H  -4.281  5.545  -1.376
H  -2.378  5.685  1.521
H  -0.411  5.305  2.788
H  0.784  4.212  2.099
H  -0.327  3.636  3.342
H  -0.272  2.038  1.042
H  -3.837  2.871  -1.287
H  -4.009  -0.740  -0.714
H  -2.486  -1.627  -0.902
H  -3.612  -1.519  -2.247
H  -4.511  1.267  -2.080
H  -3.895  0.505  -3.522
H  -3.235  2.060  -3.056
H  -0.666  -0.643  -2.523
H  -0.963  0.933  -3.277
H  -1.870  -0.494  -3.790